1.
Entry from the Open Molecules 2025 dataset: a 4-piece molecular cluster, C24H47N5O4S overall at a distorted geometry (the ωB97M-V functional and the def2-TZVPD basis).

```
81
Properties=species:S:1:pos:R:3:mulliken_charge:R:1
C 4.2820 0.1453 2.5853 -0.86
C 4.6567 -0.4898 1.1805 -0.76
C 3.3363 -0.6170 0.3322 -0.13
C 2.2946 -1.6547 0.9506 -0.83
C 0.9473 -0.8410 1.1593 0.76
C -0.2839 -1.7480 1.5188 -0.71
C -1.5868 -1.0322 0.9766 -0.70
C -2.3446 -0.1659 2.0466 -0.93
C -1.5210 1.0124 2.6663 -0.50
C -1.5224 2.3241 1.7736 -1.25
C -0.2099 2.4560 0.9479 1.06
C -0.1754 3.4892 -0.2522 -0.75
C 1.3518 3.2620 -0.5946 0.49
N 1.8965 3.8816 -1.8369 -0.63
C 1.6051 3.1637 -2.7543 0.51
S 1.0293 2.1416 -3.8381 -0.29
N 1.9529 3.5774 0.7047 -0.35
C 1.1040 2.9261 1.6659 0.20
O 1.3889 2.7508 2.8132 -0.56
H 4.5774 -0.5915 3.3724 0.26
H 4.7948 1.1227 2.7481 0.33
H 3.1839 0.3057 2.7032 0.12
H 5.1250 -1.4923 1.2594 0.36
H 5.2970 0.2641 0.6626 0.35
H 2.8728 0.4071 0.3187 -0.09
H 3.5395 -0.8607 -0.7402 0.34
H 2.1366 -2.4943 0.2430 0.36
H 2.6911 -1.9545 1.9459 0.33
H 0.7325 -0.3937 0.1555 0.03
H 1.1870 -0.0686 1.9234 -0.52
H -0.2118 -2.7024 0.9377 0.45
H -0.3507 -2.0038 2.5948 0.27
H -1.3979 -0.4534 0.0453 0.37
H -2.2838 -1.8626 0.6914 0.47
H -2.7356 -0.8462 2.8419 0.34
H -3.2471 0.2517 1.5240 0.38
H -0.4962 0.7299 2.9934 0.22
H -2.0607 1.3111 3.6035 0.39
H -1.6078 3.1811 2.4807 0.41
H -2.4196 2.3328 1.1084 0.37
H -0.1753 1.4958 0.3778 -0.27
H -0.7994 3.2696 -1.1433 0.37
H -0.1708 4.5430 0.1226 0.24
H 1.5223 2.1516 -0.6822 -0.05
H 2.9477 3.3950 0.8271 0.38
C -1.0135 -5.7361 5.8974 -0.92
N -1.5076 -5.2119 4.6401 0.14
C -1.8368 -6.1368 3.5706 -0.93
C -1.6722 -3.8853 4.4308 0.13
O -2.0812 -3.3861 3.4010 -0.58
H -0.0908 -6.2929 5.7183 0.34
H -1.7626 -6.4040 6.3290 0.34
H -0.8107 -4.9283 6.5994 0.29
H -1.2268 -5.9090 2.6946 0.27
H -2.8881 -6.0195 3.3014 0.29
H -1.6530 -7.1619 3.8877 0.38
H -1.3936 -3.2717 5.3043 0.30
C -1.2858 5.8737 -3.4819 -0.83
N -2.4848 5.2665 -4.0240 0.11
C -2.5728 5.0350 -5.4541 -0.99
C -3.5268 4.9078 -3.2374 0.09
O -4.5559 4.3962 -3.6308 -0.59
H -1.1475 6.8586 -3.9341 0.38
H -0.4272 5.2401 -3.7178 0.22
H -1.3619 5.9848 -2.4007 0.29
H -3.4316 5.5756 -5.8562 0.31
H -2.7156 3.9689 -5.6400 0.30
H -1.6637 5.3736 -5.9482 0.39
H -3.3572 5.1270 -2.1692 0.31
C 0.4454 -3.5561 -5.3970 -0.94
N 0.3796 -2.7979 -4.1639 0.15
C 1.1468 -1.5722 -4.0464 -0.82
C -0.3763 -3.1963 -3.1137 0.09
O -0.4704 -2.6038 -2.0565 -0.58
H 1.4793 -3.8580 -5.5801 0.33
H 0.0978 -2.9318 -6.2234 0.33
H -0.1795 -4.4462 -5.3366 0.31
H 1.8411 -1.6617 -3.2082 0.23
H 0.4679 -0.7410 -3.8485 0.23
H 1.7026 -1.3806 -4.9628 0.38
H -0.9190 -4.1376 -3.3036 0.26
```

Its multiplicity is 1. For the HOMO energy, the calculation gives -9.2479 eV. The calculation puts the calculated total energy at -52124.6054 eV. The structure (SMILES) is CCCCCCCCCC[C@H]1C[C@@H](N=C=S)NC1=O.CN(C)C=O.CN(C)C=O.CN(C)C=O. As for the lowest unoccupied orbital energy: 0.1 eV. Its maximum force is 2.238 eV/A.

2.
Entry from the Open Molecules 2025 dataset: C22H30GeN2ORhS2Se as an isolated structure at a distorted geometry (the ωB97M-V functional and the def2-TZVPD basis).

```
60
Properties=species:S:1:pos:R:3:nbo_charge:R:1
Rh -0.1130 -0.9942 -0.5829 0.47
C -1.5195 -0.9189 3.5886 -0.68
C -0.6600 -1.2313 2.3827 0.32
N -0.7080 -0.4589 1.3459 -0.35
N -1.5149 0.6745 1.4466 -0.43
C -1.6653 1.3481 0.3586 -0.08
S -0.8871 1.0551 -1.1601 -0.15
S -2.7515 2.7546 0.4415 0.23
C -4.1415 2.0040 1.3622 -0.56
C -4.9575 1.0839 0.4935 0.06
C -6.1305 1.5386 -0.1016 -0.25
C -6.8626 0.7214 -0.9532 -0.22
C -6.4235 -0.5663 -1.2266 -0.23
C -5.2568 -1.0314 -0.6340 -0.19
C -4.5327 -0.2164 0.2250 -0.23
C 0.2384 -2.3854 2.4644 -0.25
C 0.3485 -3.0330 3.7177 -0.15
C 1.2217 -4.0602 3.9666 -0.31
C 2.0801 -4.4864 2.9390 -0.21
C 2.0006 -3.9145 1.7037 -0.25
C 1.0548 -2.8874 1.3916 0.41
O 1.0260 -2.4875 0.1801 -0.70
H -2.2899 -0.2116 3.3150 0.25
H -0.9230 -0.4769 4.3893 0.22
H -1.9901 -1.8239 3.9699 0.21
H -4.7288 2.8532 1.7110 0.22
H -3.6860 1.4941 2.2065 0.24
H -6.4710 2.5483 0.1026 0.20
H -7.7728 1.0939 -1.4078 0.20
H -6.9806 -1.1976 -1.9084 0.20
H -4.8995 -2.0321 -0.8437 0.21
H -3.6226 -0.5894 0.6761 0.23
H -0.2713 -2.6932 4.5345 0.20
H 1.2503 -4.5251 4.9440 0.20
H 2.8119 -5.2657 3.1232 0.20
H 2.6444 -4.2329 0.8936 0.21
C 5.7621 3.3992 -2.3499 -1.09
Ge 4.1537 2.4661 -1.7077 1.63
C 2.6693 2.9100 -2.8936 -1.10
C 3.7361 3.0380 0.1109 -1.09
C 4.5416 0.5542 -1.6537 -1.07
Se 2.9616 -0.5446 -1.2432 0.33
C 2.4022 -0.6167 -3.1074 -0.79
H 5.6074 4.4806 -2.3470 0.22
H 5.9962 3.0905 -3.3710 0.22
H 6.6225 3.1739 -1.7162 0.22
H 2.5131 3.9908 -2.8992 0.23
H 1.7523 2.4321 -2.5418 0.26
H 2.8707 2.5851 -3.9158 0.22
H 3.5440 4.1111 0.1578 0.22
H 4.5598 2.7992 0.7867 0.22
H 2.8443 2.5090 0.4528 0.25
H 5.2548 0.3717 -0.8467 0.23
H 4.9881 0.1837 -2.5777 0.22
H 2.1283 0.3751 -3.4558 0.21
H 1.5303 -1.2620 -3.1335 0.25
H 3.2164 -1.0233 -3.7073 0.20
C -0.7938 -1.9693 -2.0148 -0.50
H -1.3308 -1.5189 -2.8521 0.14
H -0.4473 -2.9852 -2.2288 0.14
```

Its multiplicity is 1. For the HOMO energy (spin up / spin down), the calculation gives -3.8880 / -3.8833 eV. The calculation puts the calculated total energy at -174869.2653 eV. The value obtained for the energy above the lowest of the compared OMol25 structures with the same formula, charge and spin is 10.44 kcal per mole. As for the lowest unoccupied orbital energy (spin up / spin down): 2.7 / 2.7 eV. Its net charge is -1. Its maximum force is 2.445 eV/A.

3.
Entry from the Open Molecules 2025 dataset: C6H13N in the gas phase (the ωB97M-V functional and the def2-TZVPD basis).

```
20
Properties=species:S:1:pos:R:3:nbo_charge:R:1
C 1.2657 -1.3961 1.3233 -0.63
C 0.4195 -0.1902 0.9339 -0.07
N 0.7924 0.7044 -0.1640 -0.42
C 0.5518 2.1373 -0.0813 -0.41
C -0.3638 -0.1628 -0.3369 0.09
C -1.7827 0.3709 -0.2889 -0.63
C -0.1201 -1.2228 -1.3879 -0.61
H 2.3412 -1.2073 1.2671 0.22
H 1.0262 -1.7087 2.3458 0.21
H 1.0480 -2.2567 0.6805 0.21
H -0.0546 0.3058 1.7847 0.18
H 0.3870 2.5102 -1.1007 0.20
H -0.3217 2.4337 0.5205 0.17
H 1.4301 2.6509 0.3200 0.20
H -2.4720 -0.4673 -0.1380 0.22
H -1.9382 1.0685 0.5388 0.21
H -2.0652 0.8741 -1.2215 0.21
H 0.9194 -1.5569 -1.3455 0.22
H -0.2820 -0.7989 -2.3857 0.21
H -0.7811 -2.0882 -1.2644 0.20
```

Its multiplicity is 1. For the HOMO energy, the calculation gives -8.7471 eV. The calculation puts the calculated total energy at -7921.9173 eV. The value obtained for the energy above the lowest of the compared OMol25 structures with the same formula, charge and spin is 21.12 kcal per mole. The structure (SMILES) is C[C@H]1N(C)C1(C)C. As for the lowest unoccupied orbital energy: 1.1 eV. Its maximum force is 0.240 eV/A.

4.
Entry from the Open Molecules 2025 dataset: C7H8ClN in the gas phase at a distorted geometry (the ωB97M-V functional and the def2-TZVPD basis).

```
17
Properties=species:S:1:pos:R:3:nbo_charge:R:1
C -2.1580 0.0255 2.7247 0.19
C 1.3319 0.5501 -0.8330 -0.42
C 0.0479 0.0494 -1.4443 -0.41
C -0.2905 -0.7755 1.0298 -0.41
C -1.7702 -0.3876 1.4704 -0.24
C -0.7611 1.4746 0.5422 -0.15
C 0.0282 0.3182 0.0402 -0.15
N -2.5419 0.2633 3.7919 -0.30
Cl -1.3536 2.5811 -0.5742 0.06
H 2.1573 -0.0725 -0.5076 0.23
H 1.3979 1.5937 -1.1044 0.23
H -0.5364 0.7699 -2.1179 0.22
H -0.0893 -0.8918 -1.8109 0.21
H 0.4310 -0.8147 1.9410 0.23
H -0.3728 -1.7418 0.4768 0.23
H -2.5791 -0.2498 0.6256 0.26
H -0.1798 1.9040 1.4575 0.22
```

Its multiplicity is 1. For the HOMO energy (spin up / spin down), the calculation gives -8.6540 / -8.4049 eV. The calculation puts the calculated total energy at -21396.2768 eV. The value obtained for the energy above the lowest of the compared OMol25 structures with the same formula, charge and spin is 120.20 kcal per mole. As for the lowest unoccupied orbital energy (spin up / spin down): -0.4 / -0.8 eV. Its maximum force is 4.603 eV/A.